15
Properties=species:S:1:pos:R:3:mulliken_charge:R:1 method="wB97M-V/def2-TZVPD" total_charge=+2 energy_ha=-553.640411 relative_energy_kcal_mol=308.4 e_homo_ev="-19.1 / -19.3" multiplicity=1 mol_weight_g_mol=307.5
C 0.22 -1.67 -0.46 -0.0185
O -1.29 -0.19 0.47 -0.2486
C -0.69 0.61 -0.56 -0.1425
H 0.25 -0.90 1.62 0.2881
H -1.08 -2.08 1.21 0.3388
O 1.11 -0.80 -0.82 -0.3775
C -0.45 -1.26 0.85 -0.1296
C -0.06 1.81 0.17 -0.3538
O 1.32 1.79 0.26 -0.3333
H -0.40 2.70 -0.39 0.3822
Tl 2.46 0.40 -0.03 0.9231
H -1.16 -0.43 -1.38 0.4834
H 0.54 -2.72 -0.55 0.3722
H -0.48 1.92 1.19 0.3264
H -0.29 0.80 -1.57 0.4895